# 1
Formula: C7H7NOS
Source: the Open Molecules 2025 dataset
Level of theory: ωB97M-V/def2-TZVPD

XYZ file:
```
17
Properties=species:S:1:pos:R:3:forces:R:3
C -2.6389 0.9400 0.4667 -0.497 1.250 2.349
C 0.5543 0.3293 1.7811 -0.084 0.674 -3.535
C 0.4146 0.8074 0.5271 0.114 -1.629 0.767
C -2.1574 0.6121 -0.7911 3.140 -3.920 -0.416
C -0.6322 -0.9938 -0.5386 -1.566 5.010 -0.770
C 1.8458 -0.8695 -0.7739 -0.942 0.855 -1.815
C 0.5164 -0.1208 -0.7001 0.812 1.573 -0.122
N -2.5880 1.1902 1.6082 -0.501 -0.397 -1.350
O -2.1406 0.8886 -1.9292 -1.079 1.306 -0.676
S -0.9281 -2.4384 -0.2408 -0.840 -3.379 0.621
H 0.2776 1.0117 2.5175 -0.004 0.405 1.799
H 0.8353 -0.7070 1.8433 0.027 -0.112 0.858
H 0.0427 1.7762 0.2696 0.014 0.672 0.399
H 1.7641 -1.3945 -1.7778 0.832 0.243 1.346
H 1.8073 -1.5485 0.0627 0.862 -0.376 0.069
H 2.6220 -0.0674 -0.7588 -0.181 -1.180 0.081
H 0.4051 0.5844 -1.5661 -0.107 -0.994 0.397
```
Forces are in eV/Å.

Values from the calculation:
Net charge: 0
E_HOMO (alpha / beta) in eV: -7.8 / -7.8
Energy above the lowest of the compared OMol25 structures with the same formula, charge and spin in kJ/mol: 431.6
HOMO-LUMO gap (alpha / beta) in Ha: 0.262 / 0.262
LUMO energy (alpha / beta) in eV: -0.685 / -0.684

***

# 2
Formula: C6H6N8O5
Source: the Open Molecules 2025 dataset
Level of theory: ωB97M-V/def2-TZVPD

XYZ file:
```
25
Properties=species:S:1:pos:R:3:forces:R:3
O 2.7235 -2.2188 -1.2379 -2.015 1.482 0.475
N 1.9158 -1.2725 -1.1971 2.813 0.647 -1.585
O 2.1390 -0.1639 -1.7392 -0.536 -2.108 1.043
C 0.6543 -1.4064 -0.5146 -1.707 1.316 0.156
C 0.2979 -2.5380 0.2504 -0.724 -0.545 0.637
C -0.9370 -2.6017 0.8833 0.260 0.941 -0.628
N -1.2855 -3.7487 1.7184 0.004 -2.462 1.371
O -2.3928 -3.8155 2.2753 2.147 0.699 -1.408
O -0.4015 -4.6341 1.8268 -1.602 1.831 -0.335
C -1.8761 -1.5157 0.7215 -0.713 0.413 0.105
N -3.1313 -1.2398 1.1288 1.114 0.169 -0.583
N -3.4442 -0.0242 0.6045 2.127 -0.449 -0.690
N -2.4564 0.4744 -0.1038 -0.773 -0.549 0.658
N -1.4470 -0.4435 -0.0526 0.009 -0.377 0.289
C -0.2196 -0.3324 -0.6526 -0.237 -0.967 0.252
H 0.9980 -3.3655 0.3468 -0.178 0.175 0.043
H -0.0327 0.5577 -1.2438 0.045 -0.177 0.169
N 1.4744 2.6118 0.4900 0.183 0.081 -0.229
N 1.6242 3.3824 -0.6846 -0.323 0.067 0.001
C 0.6756 4.3012 -1.0257 -0.362 -0.369 0.973
O -0.3237 4.4696 -0.3365 0.870 0.213 -1.038
H 1.5907 3.2484 1.2824 -0.158 -0.288 -0.223
H 0.5110 2.2643 0.5277 0.318 0.386 -0.018
H 2.3860 3.1690 -1.3167 -0.162 -0.127 0.382
H 0.9575 4.8419 -1.9509 -0.400 -0.003 0.184
```
Forces are in eV/Å.

Values from the calculation:
Net charge: 0
E_HOMO in eV: -10.5
HOMO-LUMO gap in Ha: 0.297
LUMO energy in eV: -2.417
SMILES: O=[N+]([O-])c1cc([N+](=O)[O-])c2nnnn2c1.NNC=O

***

# 3
Formula: N2O3S
Source: the Open Molecules 2025 dataset
Level of theory: ωB97M-V/def2-TZVPD

XYZ file:
```
6
Properties=species:S:1:pos:R:3:forces:R:3
N -1.6166 0.8640 0.1000 -1.522 -0.349 -0.291
N -0.0059 0.0984 -0.0652 1.481 -0.747 -0.063
O -2.3619 0.0067 -0.0012 1.843 1.184 0.257
O -0.1728 -1.0937 -0.0216 -0.827 -1.324 0.063
O 2.5386 -0.4676 0.0899 1.258 -2.356 0.219
S 1.6186 0.5921 -0.1019 -2.233 3.593 -0.186
```
Forces are in eV/Å.

Values from the calculation:
Net charge: 0
E_HOMO (alpha / beta) in eV: -9.0 / -9.0
Energy above the lowest of the compared OMol25 structures with the same formula, charge and spin in kJ/mol: 535.2
HOMO-LUMO gap (alpha / beta) in Ha: 0.265 / 0.267
LUMO energy (alpha / beta) in eV: -1.834 / -1.721

***

# 4
Formula: C5H11NO
Source: the Open Molecules 2025 dataset
Level of theory: ωB97M-V/def2-TZVPD

XYZ file:
```
18
Properties=species:S:1:pos:R:3:forces:R:3
C -2.1974 -0.8330 0.2790 1.683 -1.184 0.517
C -0.8175 -0.4136 -0.2789 1.282 -2.443 2.739
C -0.4031 1.0105 -0.2409 -0.860 2.766 -0.369
C 0.7634 1.0931 0.7604 1.297 1.482 2.061
N 1.3582 -0.2362 0.7128 1.210 3.374 -0.027
C 1.9692 -0.4160 -0.6193 0.847 -1.219 1.565
O 0.2978 -0.9866 0.8964 -3.775 -1.818 -1.868
H -2.5444 -0.4290 1.2820 0.588 -0.336 -1.572
H -2.3410 -1.9371 0.1815 0.834 0.449 1.076
H -2.7843 -0.6703 -0.5503 -2.345 1.627 -1.503
H -0.4958 -1.0230 -1.1540 -0.565 0.656 0.523
H -1.2941 1.6449 0.0969 1.291 -0.696 -0.488
H 0.0340 1.5015 -1.1765 -1.160 -1.067 0.812
H 1.5268 1.8662 0.5409 -0.375 -0.369 -0.519
H 0.5149 1.3915 1.8345 -0.307 -0.909 -1.348
H 3.0318 -0.3125 -0.3982 0.104 0.061 -0.695
H 1.7332 -1.4685 -0.7183 0.404 -0.277 -1.071
H 1.6482 0.2180 -1.4479 -0.154 -0.096 0.164
```
Forces are in eV/Å.

Values from the calculation:
Net charge: 0
E_HOMO in eV: -8.6
Energy above the lowest of the compared OMol25 structures with the same formula, charge and spin in kJ/mol: 421.1
HOMO-LUMO gap in Ha: 0.352
LUMO energy in eV: 1.012
SMILES: C[C@H]1CCN(C)O1

***

# 5
Formula: C15H16F3NO3
Source: the Open Molecules 2025 dataset
Level of theory: ωB97M-V/def2-TZVPD

XYZ file:
```
38
Properties=species:S:1:pos:R:3:forces:R:3
C -1.3323 5.8246 -0.2193 -0.087 0.197 0.073
C -1.0043 4.3286 -0.1440 -0.224 0.065 -0.172
C -0.1039 3.9725 -1.3536 -0.316 0.205 0.355
C -2.3270 3.5115 -0.1426 1.331 -0.767 1.417
N -2.0326 2.0713 0.1323 0.026 -0.200 -1.166
C -1.4489 1.6479 1.3028 0.018 0.987 -0.394
O -1.5171 2.3646 2.2902 0.239 -0.629 0.215
C -0.6564 0.3593 1.2993 -0.459 -1.680 -2.070
C -0.5372 -0.4796 0.1899 -0.172 1.568 1.796
C 0.2128 -1.7595 0.0775 -0.229 0.485 0.547
C 0.3782 -2.3462 -1.1565 0.368 -1.510 -2.761
C 1.0209 -3.6101 -1.2653 -0.749 0.749 0.381
C 1.5626 -4.2390 -0.1521 -0.022 1.268 0.552
C 1.5116 -3.5939 1.0946 -1.168 0.123 -1.010
C 2.1008 -4.2195 2.3112 -0.282 0.952 0.894
F 2.1498 -3.3099 3.3273 -0.187 -0.400 -0.218
F 1.3849 -5.2685 2.7699 0.386 0.128 -0.258
F 3.3571 -4.5910 2.1066 0.339 -0.620 -0.125
C 0.7543 -2.4033 1.1737 0.850 -0.551 0.694
O 2.1531 -5.4123 -0.4675 0.001 -0.050 -0.918
C 1.8417 -5.6281 -1.8708 -0.942 -0.198 0.137
O 1.1786 -4.4310 -2.3743 0.426 -0.133 0.896
H -0.4006 6.4030 -0.2129 -0.184 -0.015 -0.037
H -1.9620 6.2065 0.6152 0.329 -0.434 -0.529
H -1.8401 6.0237 -1.1837 0.115 0.071 0.476
H -0.4497 4.1025 0.7803 -0.323 0.103 -0.209
H 0.1155 2.9116 -1.4470 -0.185 -0.188 0.030
H -0.5632 4.3385 -2.2752 -0.043 -0.159 -0.068
H 0.8652 4.4606 -1.2757 0.050 0.169 0.120
H -2.8383 3.6644 -1.0822 -0.174 -0.461 -0.340
H -3.0000 3.7984 0.6630 0.124 0.444 -0.008
H -1.8136 1.5225 -0.6860 -0.081 0.134 0.129
H -0.2595 0.1094 2.2894 0.031 0.104 -0.510
H -1.0441 -0.1911 -0.7494 0.381 -0.138 0.572
H 0.0214 -1.8497 -2.0974 0.252 -0.578 1.045
H 0.6274 -1.9391 2.1372 0.104 -0.080 0.214
H 1.1772 -6.5211 -1.9248 0.106 0.777 -0.018
H 2.7176 -5.8284 -2.4801 0.353 0.261 0.266
```
Forces are in eV/Å.

Values from the calculation:
Net charge: 0
E_HOMO in eV: -8.6
Energy above the lowest of the compared OMol25 structures with the same formula, charge and spin in kJ/mol: 179.8
HOMO-LUMO gap in Ha: 0.309
LUMO energy in eV: -0.186
SMILES: CC(C)CNC(=O)/C=C/c1cc2c(c(C(F)(F)F)c1)OCO2

***

# 6
Formula: C11H12ClCoNO
Source: the Open Molecules 2025 dataset
Level of theory: ωB97M-V/def2-TZVPD

XYZ file:
```
27
Properties=species:S:1:pos:R:3:forces:R:3
Co 0.1123 -0.0256 -0.0856 0.594 0.481 -0.244
C 0.0941 1.8563 -0.9964 -0.067 -0.109 -0.045
C -0.7619 1.8351 0.1225 -0.012 0.052 0.146
C 0.0298 1.5304 1.2764 -0.121 0.088 -0.002
C 1.3648 1.3644 0.8594 -0.011 -0.120 0.025
C 1.4009 1.5123 -0.5544 0.008 -0.026 -0.003
H -0.2040 2.0006 -2.0227 -0.011 0.002 0.003
H -1.8284 1.9915 0.1182 0.004 0.027 -0.027
H -0.3450 1.4286 2.2820 0.029 0.020 0.013
H 2.1961 1.0747 1.4824 -0.007 0.000 0.011
H 2.2638 1.3675 -1.1838 0.011 0.041 0.004
C 1.7385 -1.8993 -1.7942 0.284 0.508 -0.074
O 0.7540 -1.3618 -0.9526 -0.714 -0.813 0.274
H 1.5624 -2.9683 -1.9111 -0.028 0.002 0.019
H 2.7356 -1.7458 -1.3729 0.002 -0.027 0.001
H 1.7089 -1.4218 -2.7772 -0.011 -0.026 -0.011
Cl -2.3640 -2.7446 4.0927 0.001 0.000 0.000
C -2.3816 -2.3171 2.4297 0.002 -0.002 -0.003
C -3.3663 -2.7878 1.5760 -0.002 0.000 0.000
C -3.3149 -2.4151 0.2437 0.002 -0.001 -0.004
C -2.2959 -1.5887 -0.1881 -0.002 0.002 0.003
N -1.3599 -1.1266 0.6483 0.059 -0.113 -0.097
C -1.3907 -1.4894 1.9328 -0.005 0.012 0.012
H -4.1481 -3.4337 1.9513 0.002 -0.003 -0.001
H -4.0557 -2.7656 -0.4601 -0.003 0.003 0.002
H -2.2096 -1.2898 -1.2234 0.002 -0.007 -0.002
H -0.6050 -1.1242 2.5796 -0.006 0.009 0.002
```
Forces are in eV/Å.

Values from the calculation:
Net charge: +1
E_HOMO (alpha / beta) in eV: -13.1 / -13.1
HOMO-LUMO gap (alpha / beta) in Ha: 0.309 / 0.311
LUMO energy (alpha / beta) in eV: -4.666 / -4.657